# 1
17
Properties=species:S:1:pos:R:3:nbo_charge:R:1 method="wB97M-V/def2-TZVPD" energy_ev=-10681.53177 de_lowest_ev=8.463 total_charge=+2
C -0.02 -0.82 1.10 -0.065
H -2.55 -1.09 -1.02 0.458
H -1.77 0.29 -2.63 0.327
H -0.10 -1.78 1.73 0.285
N 0.74 1.40 -0.91 0.003
C 1.62 0.44 -0.18 -0.127
C -1.32 0.31 -1.55 0.230
H 0.92 3.03 -0.12 0.504
H 0.04 0.07 1.75 0.223
H 1.28 -1.53 -0.40 0.437
N -1.94 -0.41 -0.64 -0.213
H -2.16 -0.61 1.37 0.435
N -1.49 -0.53 0.63 -0.465
N 0.95 -0.80 0.14 -0.580
H 1.91 0.97 0.74 0.267
H 2.52 0.26 -0.81 0.299
N -0.38 1.29 -1.33 -0.017

---

# 2
19
Properties=species:S:1:pos:R:3:nbo_charge:R:1 method="wB97M-V/def2-TZVPD" energy_ev=-8907.38765 de_lowest_ev=3.242 total_charge=+1
H 2.54 0.76 -0.92 0.225
H -0.55 1.07 -0.71 0.258
H 0.83 -1.70 1.30 0.442
H 0.15 -2.99 -0.16 0.205
C 0.26 -2.19 -0.98 -0.321
H 0.43 -0.25 2.93 0.235
H -3.26 0.38 0.27 0.481
N 0.61 -0.79 0.91 -0.427
C 0.30 -0.89 -0.47 0.123
H -3.27 1.72 0.95 0.496
O -2.67 1.04 0.55 -0.963
C 1.63 1.31 -0.65 -0.642
H -0.82 0.41 1.68 0.260
H 1.73 1.78 0.35 0.224
C 0.14 -0.04 1.88 0.111
C 0.23 0.44 -1.14 -0.471
H 1.67 2.05 -1.49 0.245
H 0.06 -2.45 -2.01 0.250
H -0.01 0.35 -2.31 0.269

---

# 3
88
Properties=species:S:1:pos:R:3:mulliken_charge:R:1 method="wB97M-V/def2-TZVPD" energy_ev=-80094.13220 de_lowest_ev=3.596
H 0.13 -2.34 -3.48 0.391
H -4.25 0.22 4.58 0.387
C -3.28 -0.25 4.81 -1.655
H 1.24 -5.05 4.83 0.314
H 4.59 -0.27 -3.74 0.370
H 2.96 0.44 -3.68 0.179
H -1.23 -3.19 3.37 -0.036
C 1.22 -2.77 2.46 0.280
Cl 0.46 3.41 -0.71 -0.274
H -2.32 3.34 -0.88 0.462
H -0.79 -4.71 4.23 0.340
H 1.19 4.08 6.13 0.290
C -0.93 -1.20 -1.58 0.870
H 0.44 -3.25 -5.63 0.381
C -0.61 -4.10 3.34 -0.462
H -3.01 -1.32 -1.15 0.449
H 4.23 1.07 -2.58 0.351
H 2.54 -3.85 4.47 0.300
O -0.17 0.99 -2.43 -0.452
O 3.18 0.74 -0.39 -0.586
H 1.47 -3.44 -0.66 0.118
H 2.18 4.54 4.73 0.328
H -3.05 -1.44 2.08 0.171
H -2.48 0.14 1.49 -0.176
C -0.65 -3.68 -0.30 -0.586
H -4.05 0.01 2.31 0.515
H 1.46 2.89 4.82 -0.058
H -0.56 -4.69 0.11 0.604
H 2.16 2.22 -2.76 0.024
N 3.48 -0.81 -2.06 0.169
H 3.10 -1.30 -0.08 0.260
O -1.17 -0.81 3.87 -0.452
C -0.95 3.70 -3.89 -1.258
H -1.99 0.96 3.62 -0.382
Tl 0.98 0.32 3.64 0.570
H -1.05 0.13 -6.10 0.470
C -1.12 -0.09 -2.62 0.060
C 1.77 -4.51 4.04 -0.930
H -1.05 -2.45 -6.14 0.371
C 3.84 0.17 -3.07 -1.006
H -2.84 0.24 5.68 0.359
H -2.83 2.24 -2.17 0.315
C 3.51 -2.21 -2.49 -0.782
C -3.02 -0.37 2.30 -0.769
H -1.99 3.51 -4.18 0.288
Cl 0.15 -0.25 1.52 -0.487
C 0.34 -1.73 -1.34 0.130
H 0.41 -2.45 1.78 0.164
H -2.25 0.83 -4.96 0.276
H -2.80 -3.60 -0.08 0.379
N 0.16 4.50 4.33 0.197
H -1.78 4.33 3.67 0.363
H -1.92 1.63 -0.80 0.278
H -0.49 6.18 3.28 0.324
H 3.45 -2.87 -1.61 0.236
H 2.28 -5.23 3.39 0.302
C -0.28 -1.74 -4.29 0.560
H -0.86 4.72 -3.52 0.397
C 0.10 5.94 4.17 -0.891
O 2.34 -2.25 2.44 -0.730
H 1.21 -1.15 -1.65 0.145
H -3.43 -1.31 5.04 0.396
C -0.08 -2.29 -5.65 -1.927
C -2.05 -1.83 -1.04 -0.817
O -0.92 2.50 4.12 -0.654
H 4.44 -2.40 -3.05 0.380
H 1.86 3.92 -3.16 0.457
C -2.31 -0.12 3.63 1.688
C 1.49 2.90 -3.28 -1.143
C -0.90 -0.57 -4.04 -0.041
H -0.30 3.61 -4.77 0.438
C -0.91 3.74 4.02 -0.032
H 1.53 2.67 -4.35 0.421
H 0.53 -1.60 -6.26 0.373
C -1.91 -3.07 -0.43 -1.107
H -0.36 6.42 5.04 0.327
C 1.31 3.96 5.04 -0.618
H -0.55 1.35 -4.94 0.108
H 1.13 6.31 4.06 0.280
C 0.47 -2.99 -0.74 -0.314
C 3.24 -0.43 -0.75 0.387
N 0.80 -3.73 3.31 0.220
H 2.65 -2.41 -3.16 0.187
H -2.14 0.34 -2.53 0.631
Si -0.30 2.64 -2.50 1.156
H -0.89 -4.67 2.43 0.189
C -1.21 0.47 -5.07 -1.405
C -2.02 2.48 -1.48 -1.343

---

What did the second record say?
19
Properties=species:S:1:pos:R:3:nbo_charge:R:1 method="wB97M-V/def2-TZVPD" energy_ev=-8907.38765 de_lowest_ev=3.242 total_charge=+1
H 2.54 0.76 -0.92 0.225
H -0.55 1.07 -0.71 0.258
H 0.83 -1.70 1.30 0.442
H 0.15 -2.99 -0.16 0.205
C 0.26 -2.19 -0.98 -0.321
H 0.43 -0.25 2.93 0.235
H -3.26 0.38 0.27 0.481
N 0.61 -0.79 0.91 -0.427
C 0.30 -0.89 -0.47 0.123
H -3.27 1.72 0.95 0.496
O -2.67 1.04 0.55 -0.963
C 1.63 1.31 -0.65 -0.642
H -0.82 0.41 1.68 0.260
H 1.73 1.78 0.35 0.224
C 0.14 -0.04 1.88 0.111
C 0.23 0.44 -1.14 -0.471
H 1.67 2.05 -1.49 0.245
H 0.06 -2.45 -2.01 0.250
H -0.01 0.35 -2.31 0.269